A cluster of 11 separate species, C6H34O11 in total. Source: the OMol25 dataset; level of theory: ωB97M-V with the def2-TZVPD basis set.

- Gap between HOMO and LUMO: 10.2565 eV
- Total energy: -1076.61056 hartree
- E_LUMO: 0.00704 Ha
- Energy above the lowest of the compared OMol25 structures with the same formula, charge and spin: 223.87 kJ/mol
- Total charge: 0
- SMILES: CCO.CCO.CCO.O.O.O.O.O.O.O.O

```
51
Properties=species:S:1:pos:R:3:forces:R:3:lowdin_charge:R:1
C -1.734920 0.405612 2.625133 -0.7273 0.1707 -0.5991 -0.080
C -3.009899 0.590472 1.817345 -0.0418 0.0410 -0.0391 -0.286
O -3.151991 -0.360432 0.748651 -0.3819 -0.2976 0.6036 -0.085
H -1.776656 1.230658 3.336312 0.6269 -0.1263 0.1922 0.071
H -0.888697 0.446862 1.941919 0.2311 0.1541 0.2796 0.067
H -1.729694 -0.550124 3.146456 -0.0085 0.0061 0.0855 0.067
H -3.055346 1.569708 1.342976 0.2629 0.0361 -0.0010 0.100
H -3.861984 0.566665 2.504765 -0.1463 -0.2480 -0.2069 0.115
H -3.659056 -1.091533 1.122682 0.0058 0.0095 -0.2610 0.095
C -0.690464 3.401602 1.422781 0.3898 0.4393 1.8125 -0.077
C -0.004140 4.778713 1.548316 -0.2363 -0.7816 -0.9301 -0.263
O 0.011761 5.355458 0.228451 0.1650 0.3997 0.4537 -0.103
H -1.496484 3.335862 0.702561 0.1038 0.1788 -0.2274 0.079
H -1.090315 3.178860 2.420876 -0.2172 -0.0295 -0.1812 0.062
H 0.069442 2.631502 1.305615 -0.0743 -0.0610 -0.6023 0.059
H 1.007863 4.579123 1.916293 0.0740 0.3472 -0.1743 0.110
H -0.466197 5.483089 2.241351 -0.2980 -0.2477 0.0035 0.109
H -0.220305 6.284880 0.309950 0.1373 -0.0257 -0.1567 0.091
C 0.506257 -2.737321 -3.343092 0.0705 -0.2361 1.3372 -0.066
C 0.026720 -4.090908 -2.830962 -0.1335 0.4324 -0.2457 -0.276
O -1.141722 -3.854314 -2.018101 -0.0412 -0.0305 -0.1520 -0.105
H -0.335914 -2.113605 -3.633754 0.0459 -0.1719 -0.6208 0.080
H 1.286989 -2.884265 -4.084664 -0.1487 0.2701 -0.2150 0.083
H 0.934001 -2.198276 -2.492804 0.2645 0.0053 -0.1396 0.062
H 0.777949 -4.571614 -2.203691 0.1544 -0.0305 -0.1360 0.097
H -0.202212 -4.736046 -3.682600 -0.2244 -0.1232 0.1552 0.110
H -1.709121 -4.628842 -2.000752 0.1044 -0.0483 0.0197 0.093
O 1.429143 -0.204982 -0.364551 -0.2977 -0.0531 0.4627 -0.085
H 1.696956 0.180247 0.492644 0.0320 -0.2323 -0.3278 0.009
H 0.834685 -0.951018 -0.133253 0.2185 0.4229 -0.2592 0.022
O 1.970922 -3.764282 0.406935 -0.2641 0.0777 -0.1154 -0.057
H 1.204050 -3.439554 0.906616 0.4184 -0.2263 0.0764 -0.015
H 1.731175 -4.659879 0.149924 0.0221 0.0324 0.0664 0.029
O 1.481325 3.823946 -1.669751 -0.1088 0.1960 0.1072 -0.068
H 1.450184 3.050971 -1.095419 0.0535 0.0658 -0.0413 0.015
H 1.095234 4.547347 -1.140339 0.0577 -0.4460 -0.1333 0.005
O 2.593900 0.875609 1.947328 0.2173 0.2254 0.2666 -0.041
H 2.540384 0.673917 2.888944 -0.0483 -0.0630 -0.1467 0.060
H 3.535533 1.005495 1.772386 -0.1698 -0.0624 -0.0622 0.068
O 3.406928 0.137472 -2.583678 -0.0423 0.0531 0.0347 -0.075
H 2.830587 0.330036 -3.330522 -0.0222 0.0249 0.0772 0.027
H 2.802729 0.077946 -1.827831 -0.0246 -0.1705 -0.0665 -0.015
O -0.014036 -2.953035 2.377751 -0.5091 0.1670 -0.3446 -0.076
H -0.606956 -2.925287 3.134423 0.0958 -0.0891 -0.0170 0.037
H -0.554409 -2.668211 1.605607 0.2937 0.0974 0.2834 0.010
O -0.856783 -1.833902 -0.095959 -0.7095 -0.5948 -0.0113 -0.079
H -0.954095 -2.516946 -0.798848 0.0724 0.2132 0.2383 0.038
H -1.759822 -1.469220 0.030532 0.6613 0.2817 -0.1149 0.043
O -0.208941 0.624185 -2.622750 0.0399 0.0546 0.2435 -0.072
H 0.203858 0.452615 -1.755755 0.0006 0.0036 -0.2339 -0.011
H -0.248413 1.584744 -2.686445 0.0563 -0.0107 -0.0364 0.025
```
Forces are in eV/Å.

A cluster of 10 separate species, C6H35N2O9 in total. Source: the OMol25 dataset; level of theory: ωB97M-V with the def2-TZVPD basis set.

- Gap between HOMO and LUMO: 10.3416 eV
- Total energy: -1036.06967 hartree
- E_LUMO: -0.08975 Ha
- Energy above the lowest of the compared OMol25 structures with the same formula, charge and spin: 143.81 kJ/mol
- Total charge: +1

```
52
Properties=species:S:1:pos:R:3:forces:R:3:lowdin_charge:R:1
C 3.221702 0.071443 -1.402619 -0.7388 -2.7353 -1.2297 -0.018
C 1.800680 -0.320986 -0.948277 0.5488 0.8956 1.4496 -0.332
C 1.815787 -1.247932 0.258628 0.6667 -0.9599 0.9649 -0.145
C 0.586924 -1.324415 1.173841 -0.9936 0.3860 0.7540 -0.185
C -0.804154 -0.976977 0.627451 0.9453 0.2668 -2.2416 -0.238
C -1.935207 -1.198964 1.563225 -2.8112 -0.6614 0.5960 -0.288
N -2.048564 -0.147854 2.611003 1.1515 -0.8018 1.0203 0.002
N 1.008692 -0.923215 -2.100854 0.0415 1.4647 -0.7810 0.209
H 3.894855 0.448154 -0.638325 -0.3674 -0.0928 0.1770 0.098
H 3.552379 -0.927556 -1.794004 0.8105 0.9933 0.1803 0.104
H 3.144263 0.755388 -2.231942 0.2057 0.3619 -0.2907 0.082
H 1.408895 0.669700 -0.724865 -1.1008 -0.4470 0.1849 0.111
H 2.119968 -2.266418 -0.065268 -0.3272 0.5780 -0.1448 0.114
H 2.616043 -0.987712 0.990336 -0.1778 0.2899 -1.0459 0.136
H 0.776691 -0.698326 2.050287 0.0052 0.4367 -0.1791 0.106
H 0.477923 -2.289332 1.658696 0.3240 -0.5300 -0.3521 0.103
H -1.006120 -1.556943 -0.299082 -0.0402 -0.3307 0.5928 0.093
H -0.805467 0.026548 0.149459 -0.1807 -0.0236 0.8179 0.109
H -2.934557 -1.147385 1.051869 1.0899 -0.0295 -0.1115 0.117
H -1.938945 -2.253813 1.974673 0.4707 0.9868 -0.1787 0.126
H -1.174615 -0.235528 3.143986 0.0846 0.6286 -0.2821 0.071
H -2.664602 -0.456769 3.375609 -0.3776 0.1125 -0.8118 0.091
H 1.648006 -1.326855 -2.781792 -0.0241 -0.4303 0.1016 0.149
H 0.483343 -0.157769 -2.574688 0.1587 0.2878 -0.0060 0.110
H 0.232431 -1.570226 -1.951575 0.6527 -0.4367 0.8290 0.130
H -2.335930 0.076906 -2.133228 -0.5900 -0.1616 -0.0415 -0.020
H -3.724030 -0.734316 -2.055674 0.2281 0.1141 -0.2656 0.039
O -3.123315 -0.141654 -1.597237 0.0507 -0.0871 0.5457 -0.068
H -1.395799 -4.286083 -0.066147 0.2496 0.2136 0.1351 0.078
H -0.332095 -5.300877 0.259060 0.1142 0.2725 0.2083 0.081
O -0.476399 -4.339998 0.243050 -0.4638 -0.5823 -0.2117 -0.044
H -0.860151 3.576409 -1.225956 -0.3996 -0.4566 0.0956 0.041
H -1.985706 2.795714 -0.496673 0.1388 0.1311 -0.4416 0.022
O -1.620951 2.981220 -1.390976 0.2964 0.3597 -0.0447 -0.073
H -1.259220 1.093568 -3.682635 0.0839 -0.2116 -0.0851 0.090
H -1.017062 1.795851 -2.343902 -0.4189 -0.6154 0.4440 0.046
O -0.945045 0.885790 -2.792346 0.4299 0.8390 -0.4806 -0.096
H -2.553872 1.728588 1.450128 0.1806 -0.1121 0.1745 0.038
H -2.895020 3.168115 1.823964 -0.1062 0.1291 -0.1256 0.079
O -2.316017 2.652311 1.253020 0.0257 -0.2701 0.3095 -0.051
H -0.552243 2.377298 2.557076 0.0895 -0.8085 0.2115 0.026
H -0.112749 3.658780 2.931675 0.6159 0.2759 0.6600 0.074
O 0.130267 2.744239 3.150316 -1.2100 0.5403 -0.7515 -0.050
H 1.175526 2.463909 -0.387199 -0.0806 0.0424 -0.2861 0.011
H 1.149003 3.679939 0.390163 0.0274 0.3582 -0.1425 0.041
O 0.899150 3.382373 -0.496952 0.4209 -0.1408 0.5739 -0.046
H 1.625918 -4.549202 -2.130367 -0.1968 0.0893 0.1807 0.059
H 0.702353 -3.872568 -1.040020 0.1396 -0.3463 -0.2560 -0.006
O 1.234485 -3.714843 -1.846269 0.0659 0.2682 -0.1236 -0.073
H 3.009746 3.136708 2.094984 -0.3213 -0.5026 0.0796 0.054
H 1.656660 2.419078 2.507786 0.6596 0.1874 -0.3304 -0.008
O 2.446122 2.366483 1.908598 -0.0463 0.2644 -0.0451 -0.096
```
Forces are in eV/Å.

A structure of composition C6H35NO12. Source: the OMol25 dataset; level of theory: ωB97M-V with the def2-TZVPD basis set.

- Gap between HOMO and LUMO: 7.4035 eV
- Total energy: -1206.94140 hartree
- E_LUMO: 0.00579 Ha
- Energy above the lowest of the compared OMol25 structures with the same formula, charge and spin: 1066.74 kJ/mol
- Total charge: 0

```
54
Properties=species:S:1:pos:R:3:forces:R:3:lowdin_charge:R:1
C 3.217612 0.189267 0.079501 1.4071 0.6332 -0.2929 -0.033
C 2.075850 -0.465133 -0.103021 0.3415 0.3543 -0.4096 -0.221
N 0.935306 0.060889 -0.674901 -0.3630 -1.1977 1.1093 -0.045
C -0.335204 -0.533073 -0.264945 -1.2769 0.4763 1.3190 -0.197
C -3.680226 1.360859 0.115425 -0.0572 1.3553 -0.3221 -0.098
C -2.654553 0.349348 -0.286639 -0.0130 0.0846 1.5881 -0.128
C -1.369493 0.561200 -0.018916 0.5214 -1.3702 -0.8283 -0.108
H 3.388456 1.247640 -0.079539 -0.6503 0.1388 -0.3846 0.045
H 4.180807 -0.273908 0.247723 -0.4035 -0.5781 0.4095 0.041
H 2.018295 -1.504792 0.195795 -0.0631 -0.0543 -0.2206 0.099
H 0.878804 1.066949 -0.747248 0.4872 0.0050 0.2881 0.077
H -0.806476 -1.268698 -0.917105 0.4635 0.3553 -0.5420 0.081
H -0.224701 -1.070656 0.675998 0.3699 0.0214 0.0331 0.087
H -3.492004 1.723449 1.130428 -0.0994 -0.2894 -0.1260 0.047
H -3.532832 2.254724 -0.513055 -0.0821 -0.2256 0.0771 0.067
H -4.738874 1.133094 0.026029 0.0600 -0.6051 -0.1157 0.066
H -2.947072 -0.658410 -0.556114 -0.0855 0.0173 -0.3508 0.101
H -0.906775 1.498945 0.256385 -0.5685 -0.1714 0.4512 0.070
H 4.215825 -1.233004 2.505523 0.3131 -0.4654 0.0645 0.065
H 3.777663 -2.753879 2.289683 0.4274 0.0025 0.3970 0.067
O 3.579999 -1.834577 2.108569 -0.3933 0.1696 -0.1464 -0.046
H 0.336935 -0.097829 -2.219038 0.4809 0.0907 -0.0054 -0.004
H -0.058589 -0.216583 -3.642446 -0.2670 0.1422 -0.1880 0.072
O 0.033539 0.460203 -2.957908 -0.1363 -0.1106 -1.0874 -0.075
H 0.787401 -0.201872 2.453065 -0.0105 0.0619 -0.0687 0.036
H 1.938240 -1.133193 2.746498 -0.2948 -0.5385 -0.2535 0.027
O 0.973160 -1.140984 2.612395 0.0339 0.7508 0.3290 -0.072
H 2.361200 1.827803 1.731001 -0.0491 0.3228 -0.5125 0.018
H 1.002681 2.547900 1.151183 0.3905 0.2508 -0.2961 -0.018
O 1.412366 1.936161 1.784031 -0.5946 -0.7589 1.3084 -0.065
H -2.110835 3.490489 2.647406 1.0011 0.0338 0.0024 0.047
H -1.310459 2.048994 2.656665 0.5067 0.8963 -0.0264 0.027
O -2.135188 2.536297 2.656253 -1.3045 -0.8286 0.1678 -0.044
H -1.078379 1.611538 -2.256705 -0.5747 0.0646 -0.2298 0.006
H -1.601691 2.982751 -2.714553 -0.0441 0.0885 -0.1547 0.062
O -1.699452 2.333367 -2.012777 0.4109 0.5027 -0.2247 -0.072
H -2.039118 -2.349706 3.191444 -0.0058 0.2618 0.1170 0.047
H -0.632738 -2.024030 2.568102 -0.0584 -0.2181 0.3825 -0.003
O -1.354894 -2.679610 2.609877 0.0497 -0.2916 -0.6384 -0.057
H 1.080357 2.068111 -2.439106 0.0175 -0.3732 -0.5204 0.015
H 2.583224 2.284335 -2.173953 -0.0170 -0.0848 -0.0783 0.064
O 1.705789 2.565796 -1.902151 0.1304 0.5973 0.1138 -0.049
H -0.332478 -3.588027 -1.118812 -0.2239 -1.9590 1.5284 0.060
H 1.205521 -3.301671 -0.997987 0.4257 -0.6907 1.1442 0.080
O 0.542475 -3.746866 -1.524564 4.0706 -13.6163 12.5867 -0.072
H -2.543567 -3.839204 -0.449564 0.0740 0.0852 -0.5439 0.082
H -1.828115 -3.155099 0.648411 0.4785 0.5320 -0.0279 0.049
O -1.870205 -3.154604 -0.332565 -0.5581 -0.6987 0.7551 -0.043
H 0.544239 3.612021 -0.675318 0.2691 -0.0278 0.0486 0.035
H -0.825366 3.159385 -0.251160 -0.0868 0.1189 -0.0614 0.029
O 0.022707 3.445713 0.121709 -0.2776 0.5413 -0.2082 -0.068
H 0.053424 -2.656350 -1.748618 -0.1273 3.7113 -2.6900 -0.108
H 1.067059 -2.889195 -2.931891 -0.6591 0.5231 -0.1625 0.072
O 0.190352 -2.586277 -2.698499 -3.3849 11.9648 -12.5032 -0.115
```
Forces are in eV/Å.